A molecular structure, C24H51N5PPtS in a non-equilibrium geometry. Source: the OMol25 dataset; level of theory: ωB97M-V/def2-TZVPD.

```
83
Properties=species:S:1:pos:R:3
Pt 0.927 -0.135 1.225
C 3.567 -0.909 2.974
C 4.152 -0.634 1.599
N 3.342 0.338 0.890
C 3.555 1.758 1.139
C 3.057 2.302 2.483
S 1.357 1.855 2.965
C 1.574 0.838 4.442
C 1.440 -0.662 4.192
N 2.097 -1.066 2.942
H 4.033 -1.801 3.392
H 3.807 -0.092 3.648
H 5.198 -0.323 1.698
H 4.138 -1.560 1.021
H 3.399 0.186 -0.108
H 4.616 2.029 1.068
H 3.022 2.277 0.344
H 3.714 2.042 3.314
H 3.063 3.388 2.407
H 2.530 1.113 4.883
H 0.800 1.145 5.143
H 1.845 -1.190 5.062
H 0.390 -0.929 4.098
H 1.853 -2.026 2.733
C -2.012 4.062 -1.390
C -0.853 3.365 -0.661
C 0.399 4.251 -0.780
C -1.173 3.254 0.838
P -0.398 1.643 -1.293
N 0.645 0.927 -0.343
C 0.490 1.805 -2.945
C 0.546 0.407 -3.582
C 1.957 2.206 -2.697
C -0.144 2.789 -3.938
C -1.979 0.655 -1.513
C -2.836 0.820 -0.244
C -1.611 -0.836 -1.596
C -2.822 1.028 -2.742
H -2.107 5.081 -0.999
H -2.968 3.566 -1.224
H -1.852 4.143 -2.465
H 0.203 5.188 -0.251
H 0.641 4.506 -1.810
H 1.271 3.780 -0.318
H -1.007 4.230 1.307
H -0.525 2.532 1.326
H -2.204 2.974 1.034
H 0.880 -0.342 -2.862
H 1.270 0.435 -4.401
H -0.408 0.098 -4.007
H 2.407 1.552 -1.949
H 2.079 3.237 -2.377
H 2.503 2.086 -3.638
H -1.194 2.581 -4.137
H 0.391 2.709 -4.890
H -0.058 3.825 -3.610
H -2.257 0.644 0.665
H -3.640 0.077 -0.278
H -3.307 1.798 -0.178
H -0.884 -1.108 -0.834
H -1.219 -1.126 -2.565
H -2.533 -1.401 -1.429
H -3.095 2.081 -2.770
H -3.754 0.450 -2.709
H -2.323 0.779 -3.678
N -0.229 -1.895 1.577
C -0.848 -2.834 1.301
N -1.561 -3.920 1.115
C -2.819 -3.911 0.335
C -2.662 -4.800 -0.889
C -1.877 -6.092 -0.554
C -1.827 -6.349 0.953
C -1.093 -5.220 1.666
H -3.050 -2.889 0.067
H -3.616 -4.268 0.985
H -2.147 -4.243 -1.673
H -3.660 -5.034 -1.265
H -0.854 -6.011 -0.927
H -2.327 -6.945 -1.060
H -1.305 -7.279 1.172
H -2.839 -6.455 1.352
H -0.022 -5.301 1.483
H -1.259 -5.250 2.742
```

## Properties
- 2S+1: 1
- DFT total energy: -56530.234 eV
- Kohn-Sham gap (spin up / spin down): 6.8210 / 6.8237 eV
- Charge: +1

Charge distribution, Löwdin scheme, values in e: 0.896, -0.171, -0.190, -0.151, -0.264, -0.412, 0.892, -0.437, -0.271, -0.198, 0.131, 0.099, 0.128, 0.125, 0.101, 0.126, 0.085, 0.072, 0.078, 0.075, 0.082, 0.126, 0.102, 0.093, -0.073, -0.592, -0.090, -0.108, 0.878, -0.446, -0.593, -0.095, -0.095, -0.072, -0.590, -0.086, -0.103, -0.070, 0.095, 0.064, 0.064, 0.091, 0.060, 0.068, 0.091, -0.016, 0.065, 0.077, 0.089, 0.063, 0.049, 0.059, 0.089, 0.065, 0.095, 0.065, 0.072, 0.086, 0.062, 0.031, 0.064, 0.068, 0.066, 0.095, 0.065, 0.036, -0.204, -0.066, -0.127, -0.155, -0.172, -0.180, -0.122, 0.103, 0.128, 0.108, 0.118, 0.114, 0.112, 0.120, 0.118, 0.126, 0.125

=====

C5H8N2O2 in the gas phase in a non-equilibrium geometry. Source: the OMol25 dataset; level of theory: ωB97M-V/def2-TZVPD.

```
17
Properties=species:S:1:pos:R:3
C -1.342 -0.639 1.328
C -0.758 0.329 0.165
C -0.461 1.684 0.342
C 0.813 0.852 -1.192
C 0.118 -0.164 -0.857
H 0.385 -0.288 2.466
H 0.772 -1.422 1.092
H -2.082 -1.298 0.912
H -1.699 -0.074 2.064
H -0.603 2.344 1.239
H 1.554 1.948 -2.552
H 1.064 -1.427 -1.995
H -0.541 -1.926 -1.240
N 0.037 -1.337 1.988
N 0.452 -1.522 -1.039
O 0.482 1.969 -0.688
O 1.810 0.970 -2.032
```

## Properties
- SMILES string: NCc1coc(O)c1N
- 2S+1: 1
- DFT total energy: -12385.001 eV
- Kohn-Sham gap: 8.3231 eV

Charge distribution, Löwdin scheme, values in e: -0.114, -0.134, -0.014, -0.563, -0.337, 0.126, 0.082, 0.079, 0.027, 0.137, 0.254, 0.160, 0.132, -0.059, 0.064, 0.077, 0.083

=====

3 unconnected molecules or ions with the total composition C2H11N2O2 in a non-equilibrium geometry. Source: the OMol25 dataset; level of theory: ωB97M-V/def2-TZVPD.

```
17
Properties=species:S:1:pos:R:3
C 1.129 0.277 0.079
C 0.981 1.220 1.016
N 0.039 1.021 2.036
N -0.116 -0.460 -0.308
H 1.991 0.277 -0.513
H 1.586 2.138 1.047
H 0.206 1.728 2.692
H 0.085 0.021 2.244
H -0.680 -0.611 0.465
H -0.621 0.076 -0.925
H 0.666 -1.237 -0.807
H 2.086 -2.757 -1.557
H 0.856 -2.876 -2.580
O 1.097 -2.463 -1.691
H -3.452 1.702 -0.956
H -3.131 0.711 0.226
O -2.721 1.234 -0.466
```

## Properties
- 2S+1: 1
- DFT total energy: -9319.044 eV
- Kohn-Sham gap: 9.5884 eV
- Charge: +1

Charge distribution, Löwdin scheme, values in e: -0.126, -0.146, 0.081, 0.167, 0.093, 0.138, 0.081, 0.114, 0.095, 0.087, 0.178, 0.147, 0.125, -0.080, 0.085, 0.035, -0.075

=====

A molecular structure, C2H2N2O3S in a non-equilibrium geometry. Source: the OMol25 dataset; level of theory: ωB97M-V/def2-TZVPD.

```
10
Properties=species:S:1:pos:R:3
C 1.365 0.923 0.300
C 0.258 0.244 -0.256
N 2.189 1.488 0.881
N 0.078 -1.204 -0.202
O 0.905 -1.871 0.365
O -0.870 -1.687 -0.759
O -0.908 0.837 1.115
S -0.574 1.084 -1.564
H -0.980 0.057 1.653
H -1.462 0.130 -1.534
```

## Properties
- 2S+1: 1
- DFT total energy: -22057.974 eV
- Kohn-Sham gap (spin up / spin down): 8.5935 / 8.5934 eV

Charge distribution, Löwdin scheme, values in e: -0.232, -0.553, 0.226, -0.409, 0.137, 0.077, -0.116, 0.954, 0.028, -0.112

=====

- Number 3 is which compound?
  C2H11N2O2

=====

- What is the 2S+1 in the first record?
  1